No. 1
{
  "formula": "C40H38N4O5RhS2Si",
  "method": "the ωB97M-V functional and the def2-TZVPD basis",
  "symbols": ["Rh", "S", "S", "Si", "O", "O", "O", "O", "O", "N", "N", "N", "N", "C", "C", "C", "C", "C", "C", "C", "C", "C", "C", "C", "C", "C", "C", "C", "C", "C", "C", "C", "C", "C", "C", "C", "C", "C", "C", "C", "C", "C", "C", "C", "C", "C", "C", "C", "C", "C", "C", "C", "C", "H", "H", "H", "H", "H", "H", "H", "H", "H", "H", "H", "H", "H", "H", "H", "H", "H", "H", "H", "H", "H", "H", "H", "H", "H", "H", "H", "H", "H", "H", "H", "H", "H", "H", "H", "H", "H", "H"],
  "xyz": [[0.901, 0.646, -0.238], [-0.881, 4.813, -1.374], [-1.033, 2.259, -2.910], [-1.629, -1.376, -1.449], [3.597, 1.912, 3.040], [-0.004, 0.053, 1.487], [2.124, 1.745, 0.932], [1.852, 0.730, -2.006], [-0.716, -0.056, -1.265], [0.552, 3.387, 0.510], [2.119, -0.806, 0.334], [0.219, 2.545, -0.570], [1.773, -1.445, 1.526], [1.588, 4.948, 2.590], [-1.875, 4.810, -2.888], [-3.280, -0.976, -0.597], [2.080, 3.666, 2.334], [3.159, 0.783, -1.969], [3.490, 3.885, 4.290], [-4.359, 0.172, 1.255], [-1.572, -1.571, 4.956], [5.329, 0.010, -1.156], [0.884, -2.435, 3.995], [3.934, -0.001, -1.066], [-5.684, -1.148, -0.244], [-1.912, -3.923, -0.209], [-3.219, -0.147, 0.529], [-0.473, 3.102, -1.482], [-1.257, 3.800, -3.833], [2.028, 5.692, 3.666], [-1.872, -1.793, -3.298], [-0.144, -5.353, 0.570], [-4.537, -1.462, -0.965], [3.051, 3.132, 3.197], [0.359, -3.252, -0.487], [-1.062, -1.039, 3.780], [5.990, 0.773, -2.099], [-0.467, -1.742, -3.918], [-0.991, -2.964, -0.655], [5.233, 1.545, -2.978], [3.353, -0.796, 0.006], [2.985, 5.147, 4.520], [-1.501, -5.102, 0.393], [1.551, 2.892, 1.185], [0.688, -0.899, 2.018], [-0.856, -2.532, 5.653], [-2.764, -0.763, -3.996], [0.374, -2.962, 5.171], [-2.453, -3.191, -3.537], [3.855, 1.553, -2.919], [0.784, -4.427, 0.124], [-5.596, -0.330, 0.873], [0.167, -1.470, 3.294], [-4.279, 0.819, 2.122], [1.839, -2.760, 3.605], [-2.904, 4.536, -2.655], [1.101, -2.554, -0.849], [-2.236, -5.819, 0.736], [-1.845, -3.970, -3.074], [7.071, 0.771, -2.149], [4.026, -1.362, 0.646], [1.630, 6.683, 3.842], [1.845, -4.602, 0.261], [5.735, 2.156, -3.721], [-0.296, 4.158, -4.206], [0.175, -2.529, -3.511], [0.841, 5.340, 1.912], [3.181, 1.515, 2.243], [-3.780, -0.759, -3.595], [-2.534, -1.234, 5.324], [0.184, -6.263, 1.059], [-3.472, -3.297, -3.157], [-2.259, 0.256, 0.833], [4.231, 3.442, 4.942], [-2.487, -3.391, -4.616], [5.898, -0.593, -0.456], [3.337, 5.715, 5.374], [0.027, -0.786, -3.726], [-2.371, 0.250, -3.891], [-6.644, -1.541, -0.557], [-1.255, -2.948, 6.570], [-1.858, 5.820, -3.299], [-0.533, -1.896, -5.003], [-1.611, -0.293, 3.221], [-4.637, -2.102, -1.835], [3.263, 2.147, -3.604], [-2.976, -3.735, -0.313], [-6.487, -0.082, 1.439], [-2.828, -0.992, -5.068], [0.937, -3.712, 5.714], [-1.908, 3.578, -4.680]],
  "atomic_forces_ev_per_a": [[-0.3, -0.2, -0.7], [0.1, 0.0, 0.0], [0.0, 0.0, 0.1], [0.1, 0.6, 0.1], [0.0, 0.0, 0.0], [0.1, 0.2, 0.2], [0.2, 0.3, 0.0], [0.3, 0.8, 0.2], [0.4, -0.8, -0.1], [0.3, -0.2, -0.2], [-0.3, -0.1, 0.6], [-0.7, 0.1, 0.8], [-0.1, 0.3, -0.1], [0.0, 0.0, 0.0], [0.0, 0.0, -0.1], [-0.1, -0.1, 0.0], [0.0, 0.0, 0.0], [-0.1, -0.6, -0.1], [0.0, 0.0, 0.0], [0.0, 0.0, 0.0], [0.0, 0.0, 0.0], [0.1, 0.1, -0.1], [0.0, 0.0, 0.0], [0.0, 0.0, 0.1], [0.0, 0.0, 0.0], [0.0, 0.0, 0.1], [0.0, 0.1, 0.0], [0.0, 0.0, -0.1], [0.0, 0.1, 0.0], [0.0, 0.0, 0.0], [0.1, 0.1, 0.0], [0.0, 0.0, 0.0], [0.0, 0.0, 0.0], [0.0, 0.0, 0.0], [0.1, -0.1, -0.2], [0.0, 0.0, 0.0], [0.0, -0.1, 0.1], [0.0, 0.0, 0.0], [-0.2, -0.1, 0.2], [0.0, 0.1, -0.1], [0.2, 0.0, -0.2], [0.0, 0.0, 0.0], [0.0, 0.0, 0.0], [-0.1, 0.1, -0.1], [-0.1, -0.3, -0.1], [0.0, 0.0, 0.0], [0.0, 0.0, 0.0], [0.0, 0.0, 0.0], [0.0, 0.0, 0.0], [0.1, 0.0, 0.0], [0.0, 0.0, 0.0], [0.0, 0.0, 0.0], [0.1, 0.0, 0.0], [0.0, 0.0, 0.0], [0.0, 0.0, 0.0], [0.0, 0.0, 0.0], [0.0, 0.0, 0.0], [0.0, 0.0, 0.0], [0.0, 0.0, 0.0], [0.0, 0.0, 0.0], [0.0, -0.1, 0.0], [0.0, 0.0, 0.0], [0.0, 0.0, 0.0], [0.0, 0.0, 0.0], [0.0, 0.0, 0.0], [0.0, 0.0, 0.0], [0.0, 0.0, 0.0], [0.0, 0.0, 0.0], [0.0, 0.0, 0.0], [0.0, 0.0, 0.0], [0.0, 0.0, 0.0], [0.0, 0.0, 0.0], [0.0, 0.0, 0.0], [0.0, 0.0, 0.0], [0.0, 0.0, 0.0], [0.0, 0.0, 0.0], [0.0, 0.0, 0.0], [0.0, 0.0, 0.0], [0.0, -0.1, 0.0], [0.0, 0.0, 0.0], [0.0, 0.0, 0.0], [0.0, 0.0, 0.0], [0.0, 0.0, 0.0], [0.0, 0.0, 0.0], [0.0, 0.0, 0.0], [0.0, 0.0, 0.0], [0.0, 0.0, 0.0], [0.0, 0.0, 0.0], [0.0, 0.0, 0.0], [0.0, 0.0, 0.0], [0.0, 0.0, 0.0]],
  "molar_mass_g_mol": 849.89,
  "e_homo_ev": -5.1,
  "max_force_ev_per_a": 1.02,
  "gap_ev": 7.27,
  "total_charge": -1
}

=====

No. 2
{
  "formula": "C40H38N4SSbTi",
  "method": "the ωB97M-V functional and the def2-TZVPD basis",
  "symbols": ["Sb", "Ti", "S", "N", "N", "N", "N", "C", "C", "C", "C", "C", "C", "C", "C", "C", "C", "C", "C", "C", "C", "C", "C", "C", "C", "C", "C", "C", "C", "C", "C", "C", "C", "C", "C", "C", "C", "C", "C", "C", "C", "C", "C", "C", "C", "C", "C", "H", "H", "H", "H", "H", "H", "H", "H", "H", "H", "H", "H", "H", "H", "H", "H", "H", "H", "H", "H", "H", "H", "H", "H", "H", "H", "H", "H", "H", "H", "H", "H", "H", "H", "H", "H", "H", "H"],
  "xyz": [[0.730, 2.023, -1.292], [0.164, -1.116, 1.150], [1.698, 0.485, 0.124], [-0.055, -0.422, 2.978], [-1.359, -2.217, 1.847], [1.000, -2.768, 1.026], [-2.055, -1.660, 2.985], [0.746, -5.209, 1.512], [3.935, 5.653, -1.548], [4.361, 4.336, -1.696], [-2.808, -0.812, 0.205], [-0.954, 0.934, 5.223], [-0.961, 3.268, 0.796], [-2.074, 3.870, 1.365], [4.609, -2.721, 0.117], [-2.653, -0.416, -1.270], [-3.219, 4.076, 0.602], [2.212, -2.882, 0.259], [-0.323, 1.473, -4.130], [2.594, 5.940, -1.326], [-0.985, -3.621, 1.965], [1.512, -0.568, -4.623], [-0.314, 0.825, -5.358], [0.602, -0.190, -5.603], [3.442, -2.677, 0.870], [-1.294, -0.744, 3.531], [-1.799, -4.585, 2.507], [0.285, -3.906, 1.481], [0.731, 0.548, 3.580], [0.587, 1.082, -3.151], [-4.127, -1.562, 0.410], [1.508, 0.063, -3.386], [3.444, 3.299, -1.623], [2.100, 3.595, -1.403], [-2.803, 0.466, 1.058], [1.666, 4.909, -1.253], [-3.262, 3.678, -0.728], [0.333, 1.236, 4.664], [3.315, -3.192, -1.856], [-1.638, -1.755, 0.488], [-1.015, 2.871, -0.538], [2.150, -3.143, -1.106], [4.547, -2.976, -1.246], [-2.157, 3.067, -1.308], [-1.334, -5.894, 2.545], [-0.077, -6.200, 2.043], [-1.742, -0.020, 4.688], [4.654, 6.460, -1.605], [-2.711, -0.275, 5.097], [2.270, 6.966, -1.206], [3.780, 2.273, -1.724], [-4.170, -2.459, -0.215], [3.471, -2.484, 1.935], [0.620, 5.135, -1.080], [-1.955, -6.673, 2.967], [-4.159, 3.835, -1.315], [2.227, -1.357, -4.819], [1.690, 0.728, 3.123], [1.739, -5.443, 1.146], [-4.084, 4.551, 1.049], [-2.768, -4.311, 2.905], [-2.673, -1.292, -1.926], [-2.047, 4.175, 2.404], [-1.707, 0.102, -1.444], [-1.663, -2.606, -0.178], [0.607, -0.687, -6.564], [5.458, -3.020, -1.832], [-1.803, 0.890, 1.173], [0.279, -7.222, 2.073], [-1.292, 1.477, 6.098], [-4.234, -1.860, 1.456], [-3.409, 1.233, 0.570], [5.408, 4.119, -1.866], [-1.022, 1.117, -6.124], [-1.028, 2.277, -3.961], [1.184, -3.306, -1.566], [-2.209, 2.738, -2.337], [0.979, 1.984, 5.101], [-3.207, 0.293, 2.053], [-3.467, 0.251, -1.568], [2.197, -0.257, -2.613], [3.263, -3.403, -2.918], [-4.973, -0.921, 0.145], [-0.075, 3.093, 1.397], [5.566, -2.560, 0.598]],
  "atomic_forces_ev_per_a": [[0.2, 0.0, 0.0], [1.0, 0.7, -0.9], [0.2, 0.2, -0.1], [-0.4, 0.5, 0.8], [-0.4, -0.4, 0.4], [0.4, -0.8, -0.1], [0.2, -0.2, -0.2], [0.1, -0.2, 0.0], [0.0, 0.0, 0.0], [0.0, 0.0, 0.0], [0.1, 0.0, 0.0], [0.1, 0.2, 0.1], [-0.2, 0.1, -0.1], [0.0, 0.0, 0.0], [0.0, 0.0, 0.0], [-0.1, -0.1, 0.0], [0.0, 0.0, 0.0], [-0.3, -0.2, 0.2], [0.1, -0.1, -0.1], [0.0, 0.0, 0.0], [-0.3, 0.5, 0.0], [0.0, 0.0, 0.0], [0.0, 0.0, 0.0], [0.0, 0.0, 0.0], [0.1, 0.0, 0.0], [0.3, -0.1, -0.2], [-0.1, -0.1, 0.1], [0.4, 0.3, -0.1], [-0.3, -0.3, -0.2], [0.0, 0.0, 0.0], [-0.1, 0.0, 0.0], [-0.2, 0.0, -0.2], [0.0, 0.1, 0.0], [0.0, 0.0, 0.0], [-0.2, -0.1, -0.1], [0.1, 0.0, -0.1], [0.0, 0.0, 0.0], [-0.2, 0.0, 0.3], [0.0, 0.0, 0.0], [-0.6, 0.2, 0.5], [0.0, 0.0, 0.0], [0.0, 0.0, -0.1], [0.0, 0.0, 0.0], [0.0, 0.1, 0.2], [0.0, 0.0, 0.0], [0.1, 0.0, 0.0], [0.0, 0.0, 0.0], [0.0, 0.0, 0.0], [0.0, 0.0, 0.0], [0.0, 0.0, 0.0], [0.0, 0.0, 0.0], [0.0, 0.1, 0.0], [0.0, 0.0, 0.0], [0.0, 0.0, 0.0], [0.0, 0.0, 0.0], [0.0, 0.0, 0.0], [0.0, 0.0, 0.0], [0.1, 0.0, -0.1], [0.0, 0.0, 0.0], [0.0, 0.0, 0.0], [0.0, 0.0, 0.0], [0.0, 0.0, 0.0], [0.0, 0.0, 0.0], [0.0, 0.0, 0.0], [0.2, -0.2, -0.2], [0.0, 0.0, 0.0], [-0.1, 0.0, 0.0], [0.1, 0.0, 0.0], [0.0, 0.0, 0.0], [0.0, 0.0, 0.0], [0.0, 0.0, -0.1], [0.0, -0.1, 0.0], [0.0, 0.0, 0.0], [0.0, 0.0, 0.0], [0.0, 0.0, 0.0], [0.0, 0.0, 0.0], [0.0, 0.0, 0.1], [0.0, 0.0, 0.0], [0.0, 0.0, -0.1], [0.0, 0.0, 0.0], [0.0, 0.0, 0.0], [0.0, 0.0, 0.1], [0.0, 0.0, 0.0], [0.0, 0.0, 0.0], [-0.1, 0.0, 0.0]],
  "molar_mass_g_mol": 776.47,
  "e_homo_ev": -10.1,
  "de_lowest_kj_mol": 29.6,
  "max_force_ev_per_a": 1.53,
  "gap_ev": 7.32,
  "total_charge": 1
}

=====

No. 3
{
  "formula": "C40H39CaN5O10",
  "method": "the ωB97M-V functional and the def2-TZVPD basis",
  "symbols": ["Ca", "O", "O", "O", "O", "O", "O", "O", "O", "O", "O", "N", "N", "N", "N", "N", "C", "C", "C", "C", "C", "C", "C", "C", "C", "C", "C", "C", "C", "C", "C", "C", "C", "C", "C", "C", "C", "C", "C", "C", "C", "C", "C", "C", "C", "C", "C", "C", "C", "C", "C", "C", "C", "C", "C", "C", "H", "H", "H", "H", "H", "H", "H", "H", "H", "H", "H", "H", "H", "H", "H", "H", "H", "H", "H", "H", "H", "H", "H", "H", "H", "H", "H", "H", "H", "H", "H", "H", "H", "H", "H", "H", "H", "H", "H"],
  "xyz": [[-0.392, -1.213, 1.805], [1.723, 1.890, -3.555], [-0.211, -0.775, 3.964], [-0.862, -0.465, 6.086], [7.052, 1.133, -1.042], [-0.981, -2.507, -0.045], [-2.745, -0.918, 2.430], [-0.977, 5.582, -0.454], [-0.445, 0.689, 0.566], [1.204, 1.785, 3.364], [5.621, 2.807, -0.810], [0.080, -3.630, 2.616], [2.006, -1.989, 1.411], [-1.109, 1.827, 2.646], [-0.375, 2.999, 0.505], [-0.282, 0.482, -2.530], [-4.641, -0.465, 3.695], [-1.282, -4.249, -1.575], [1.635, -5.443, 2.486], [0.210, 4.175, 1.129], [-0.367, 0.903, -3.883], [-0.468, -5.755, 3.558], [-4.604, 0.455, 2.447], [0.749, -6.273, 3.158], [4.908, 0.589, -0.169], [-3.112, 0.451, 2.117], [-1.567, 4.436, -1.036], [-0.566, -0.670, -1.953], [-0.756, -4.428, 3.260], [-0.884, -2.471, -3.703], [2.229, -3.226, 1.585], [-3.169, -0.868, 3.818], [4.379, -1.406, 1.064], [3.020, -1.162, 0.871], [0.689, 1.667, -4.400], [0.615, 2.144, -5.702], [2.786, 2.698, -4.034], [3.549, 0.838, -0.343], [-0.991, -0.341, 4.876], [5.964, 1.501, -0.706], [-0.504, 1.865, -6.476], [-2.346, 1.279, 3.181], [0.234, 1.799, 2.654], [1.264, -4.129, 2.241], [0.296, 5.277, 0.090], [-1.556, 1.129, -5.960], [-1.692, 3.308, -0.028], [-1.030, -2.869, -1.247], [-0.348, 1.797, 1.284], [5.316, -0.543, 0.529], [-2.315, 0.283, 4.381], [-1.305, -4.677, -2.863], [-1.096, -3.789, -3.954], [2.606, -0.030, 0.176], [-1.489, 0.659, -4.656], [-0.869, -1.965, -2.368], [-1.189, -6.356, 4.094], [-2.966, 2.134, 3.464], [4.706, -2.242, 1.669], [-0.550, 2.238, -7.490], [1.545, 0.182, 0.066], [-4.987, 0.042, 4.594], [-0.678, -1.799, -4.523], [-2.384, 3.603, 0.778], [6.374, -0.718, 0.670], [3.206, 1.700, -0.902], [3.496, 2.775, -3.217], [0.678, 6.198, 0.528], [3.166, -3.693, 1.271], [0.971, 4.959, -0.718], [-0.393, 4.528, 1.981], [-2.433, 0.931, -6.560], [-0.489, -0.558, -0.875], [4.799, 2.966, -0.330], [-2.546, 4.741, -1.406], [2.603, -5.802, 2.162], [-5.167, 0.018, 1.624], [-2.097, 2.420, -0.522], [2.432, 3.697, -4.301], [-4.985, 1.458, 2.631], [1.204, 3.927, 1.505], [-1.486, -5.726, -3.069], [1.423, 2.727, -6.119], [0.058, 1.177, -1.861], [3.275, 2.235, -4.894], [-1.439, -4.929, -0.748], [-2.315, 0.109, -4.227], [-2.798, 0.732, 5.246], [-5.273, -1.336, 3.528], [-1.090, -4.168, -4.966], [-1.702, -3.990, 3.557], [-0.956, 4.095, -1.886], [-2.980, -1.833, 4.283], [-2.840, 0.669, 1.090], [1.011, -7.301, 3.370]],
  "atomic_forces_ev_per_a": [[-0.1, -0.6, 0.2], [0.0, 0.0, 0.1], [-0.1, -0.1, -0.2], [0.0, 0.0, 0.0], [0.0, 0.0, 0.0], [0.1, 0.2, 0.3], [0.0, 0.2, 0.0], [0.0, 0.0, 0.0], [0.0, -0.2, 0.0], [0.0, -0.1, 0.0], [0.0, 0.0, 0.0], [0.1, 0.0, -0.1], [0.0, -0.2, 0.0], [0.1, -0.2, -0.2], [0.0, -0.1, 0.0], [0.0, 0.1, 0.1], [0.0, 0.0, 0.0], [0.1, 0.0, 0.0], [0.0, 0.0, 0.0], [-0.1, 0.1, 0.1], [0.0, 0.0, 0.0], [0.0, 0.0, 0.0], [0.0, 0.0, 0.0], [0.0, 0.0, 0.0], [0.0, 0.0, 0.0], [0.0, 0.0, 0.0], [0.0, 0.0, 0.0], [0.3, 0.1, 0.2], [-0.1, 0.0, 0.0], [0.1, 0.0, 0.0], [0.0, 0.0, 0.0], [0.0, -0.1, -0.1], [0.0, 0.0, 0.0], [0.0, 0.1, 0.0], [-0.1, -0.1, 0.0], [0.0, 0.0, 0.0], [0.1, 0.0, 0.0], [0.1, -0.1, 0.0], [0.1, 0.1, 0.1], [0.0, -0.1, 0.0], [0.0, 0.0, 0.0], [-0.2, 0.1, 0.0], [0.0, 0.3, 0.2], [0.0, 0.0, 0.0], [0.0, 0.0, 0.0], [0.0, 0.0, 0.0], [0.0, -0.1, -0.2], [-0.3, -0.4, -0.1], [0.1, 0.4, 0.0], [0.0, 0.0, 0.0], [0.0, 0.0, 0.2], [-0.1, 0.0, 0.0], [0.1, 0.1, 0.0], [0.1, 0.0, 0.0], [0.0, 0.0, 0.1], [0.1, 0.2, -0.1], [0.0, 0.0, 0.0], [0.0, 0.0, 0.0], [0.0, 0.0, 0.0], [0.0, 0.0, 0.0], [0.1, 0.0, 0.0], [0.0, 0.0, 0.0], [-0.1, 0.1, 0.0], [0.0, 0.0, 0.0], [0.0, 0.0, 0.0], [0.0, 0.0, 0.0], [0.1, 0.0, 0.0], [0.0, 0.0, 0.0], [0.0, 0.0, 0.0], [0.0, 0.0, 0.0], [0.0, 0.0, 0.0], [0.0, 0.0, 0.0], [-0.1, 0.0, -0.3], [0.0, 0.0, 0.0], [0.0, 0.0, 0.0], [0.0, 0.0, 0.0], [0.0, 0.0, 0.0], [0.0, 0.0, 0.0], [0.0, 0.0, 0.0], [0.0, 0.0, 0.0], [0.0, 0.0, 0.0], [0.0, 0.0, 0.0], [0.0, 0.0, 0.0], [-0.2, 0.0, -0.1], [0.0, 0.0, 0.0], [0.0, 0.0, 0.0], [0.0, 0.0, 0.0], [0.0, 0.0, 0.0], [0.0, 0.0, 0.0], [0.0, 0.0, 0.0], [0.0, 0.0, 0.0], [0.0, 0.0, 0.0], [0.0, 0.0, 0.0], [0.0, 0.0, 0.0], [0.0, 0.0, 0.0]],
  "molar_mass_g_mol": 789.86,
  "e_homo_ev": -8.0,
  "de_lowest_kj_mol": 230.8,
  "max_force_ev_per_a": 0.64,
  "gap_ev": 6.98,
  "total_charge": 0
}